Entry from OMol25: the molecule C3H5F3 in a non-equilibrium geometry (the ωB97M-V functional and the def2-TZVPD basis).

```
11
Properties=species:S:1:pos:R:3:forces:R:3
F 2.488 -0.026 -0.231 0.47 -0.37 -1.55
C 1.204 0.311 0.048 -1.16 -0.38 3.08
C 0.030 -0.562 -0.401 1.59 -1.52 0.15
C -1.173 0.066 0.152 -1.20 -0.16 1.68
F -1.397 1.303 -0.314 0.10 0.92 -0.62
F -2.324 -0.639 -0.150 0.79 0.02 0.38
H 1.221 0.160 1.165 -0.50 0.80 -0.66
H 0.941 1.333 -0.188 0.69 0.41 -0.25
H -0.092 -0.544 -1.477 0.21 -0.76 -0.34
H 0.130 -1.575 0.151 -0.26 1.28 -1.62
H -1.029 0.172 1.245 -0.73 -0.24 -0.23
```
Positions in Å, forces in eV/Å.

Summary:
Calculated total energy = -416.88339 Eh
Kohn-Sham gap = 13.10 eV
Energy above the lowest of the compared OMol25 structures with the same formula, charge and spin = 105.93 kJ/mol
Net charge = 0
Max |F| = 3.3 eV/A
SMILES string = FCCC(F)F

---

Entry from OMol25: the molecule C22H31N5O2S2 in a non-equilibrium geometry (the ωB97M-V functional and the def2-TZVPD basis).

```
62
Properties=species:S:1:pos:R:3:forces:R:3
C 3.873 0.921 -4.406 -0.05 0.23 0.07
C 3.290 1.974 -3.470 -0.06 -0.19 0.10
C 2.018 1.507 -2.762 0.05 0.26 -0.33
C 0.814 1.440 -3.710 0.42 -0.15 0.12
N -0.365 0.868 -3.091 -0.20 0.25 -0.11
C -1.445 1.776 -2.745 -0.31 0.24 0.16
C -1.159 2.647 -1.521 -0.06 -0.43 -0.03
C -0.945 1.811 -0.263 -0.02 0.31 -0.04
C -0.791 2.681 0.977 0.01 -0.19 -0.16
C -0.530 -0.442 -2.803 0.09 -0.14 -0.21
O -1.495 -0.854 -2.181 -0.17 -0.19 0.11
C 0.528 -1.429 -3.267 -0.06 -0.07 0.44
S 1.449 -2.000 -1.790 0.08 -0.10 -0.31
C 0.137 -2.883 -1.066 0.37 -0.05 -0.09
N -0.536 -3.854 -1.605 0.97 0.37 -0.50
N -1.514 -4.222 -0.766 -1.11 -0.39 0.79
C -1.424 -3.468 0.297 0.69 0.33 -0.49
N -2.206 -3.479 1.405 -0.14 0.01 0.23
C -3.295 -4.434 1.434 -0.30 -0.21 0.09
C -2.014 -2.610 2.476 0.00 -0.10 -0.10
O -2.747 -2.647 3.444 -0.04 0.10 0.15
C -0.875 -1.711 2.323 0.47 0.11 -0.59
C -0.396 -0.763 3.278 0.19 0.19 -0.07
C 0.719 -0.115 2.851 -0.11 -0.36 -0.22
S 1.236 -0.629 1.262 -0.32 -0.13 0.37
C -0.086 -1.728 1.192 0.06 0.54 0.75
N -0.370 -2.588 0.177 -0.84 -0.96 -0.41
C 1.474 0.906 3.629 0.08 0.18 0.08
C 0.602 1.424 4.775 0.18 -0.14 0.08
C -0.046 0.257 5.515 -0.18 0.18 -0.14
C -1.025 -0.479 4.602 0.06 -0.06 0.28
H 4.040 -0.011 -3.869 0.05 -0.15 0.02
H 3.212 0.724 -5.247 -0.03 -0.09 -0.11
H 4.825 1.260 -4.806 0.09 -0.06 -0.09
H 4.036 2.214 -2.710 0.00 0.11 -0.03
H 3.082 2.889 -4.031 0.05 0.10 0.04
H 1.787 2.198 -1.949 -0.09 -0.06 0.10
H 2.197 0.528 -2.316 -0.04 0.01 0.08
H 0.554 2.452 -4.029 0.01 -0.08 -0.04
H 1.072 0.876 -4.610 -0.01 0.12 -0.01
H -2.323 1.157 -2.546 0.08 0.15 -0.09
H -1.651 2.411 -3.614 0.01 -0.07 0.01
H -2.015 3.309 -1.377 0.00 0.10 -0.02
H -0.283 3.275 -1.703 0.03 0.14 0.00
H -1.794 1.137 -0.135 0.03 -0.10 -0.04
H -0.053 1.196 -0.389 -0.08 -0.08 -0.02
H 0.080 3.327 0.888 0.10 0.13 0.04
H -0.672 2.060 1.862 0.03 -0.02 0.17
H -1.669 3.308 1.115 -0.08 0.11 0.07
H 0.036 -2.313 -3.673 0.03 0.15 -0.07
H 1.265 -1.041 -3.961 0.04 0.01 -0.06
H -3.926 -4.292 0.558 0.00 -0.03 0.02
H -3.858 -4.260 2.348 0.07 -0.04 -0.13
H -2.897 -5.449 1.419 -0.04 0.01 -0.01
H 1.785 1.727 2.978 0.04 0.03 0.02
H 2.384 0.450 4.033 0.03 0.08 0.00
H 1.214 2.014 5.458 -0.02 0.07 -0.03
H -0.179 2.074 4.375 -0.02 0.07 -0.01
H -0.573 0.619 6.399 0.04 -0.04 0.05
H 0.732 -0.434 5.847 0.03 -0.04 0.07
H -1.361 -1.414 5.053 -0.05 0.10 -0.01
H -1.919 0.130 4.439 -0.06 -0.05 0.07
```
Positions in Å, forces in eV/Å.

Summary:
Calculated total energy = -2077.61073 Eh
Kohn-Sham gap = 8.67 eV
Energy above the lowest of the compared OMol25 structures with the same formula, charge and spin = 7.21 kJ/mol
Net charge = 0
Max |F| = 1.4 eV/A
SMILES string = CCCCN(CCCC)C(=O)CSc1nnc2n(C)c(=O)c3c4c(sc3n12)CCCC4

---

Entry from OMol25: C29H32LuNO as an isolated structure in a non-equilibrium geometry (the ωB97M-V functional and the def2-TZVPD basis).

```
64
Properties=species:S:1:pos:R:3:forces:R:3
C 2.184 0.076 0.858 1.34 0.09 -0.45
C 2.226 -0.626 -0.368 1.19 0.12 -0.08
C 1.863 0.265 -1.402 0.95 -0.18 -0.43
H 2.475 -1.666 -0.488 0.05 -0.07 -0.03
C 1.630 1.526 -0.815 0.54 0.35 -0.01
C 1.831 1.409 0.571 0.80 0.56 -0.04
H 1.292 2.407 -1.329 0.05 0.24 -0.11
C -1.298 -1.528 1.229 -0.69 -0.98 0.36
C -0.201 -2.245 0.724 -0.27 -0.58 0.25
C -0.296 -2.249 -0.685 -0.27 -0.65 -0.53
H 0.591 -2.687 1.305 0.04 -0.07 0.04
C -1.445 -1.527 -1.073 -0.49 -1.21 0.09
C -2.062 -1.088 0.128 -0.65 -0.54 0.01
H 1.798 0.036 -2.452 0.05 -0.08 -0.17
H 1.659 2.187 1.295 0.14 -0.02 0.00
H 2.399 -0.332 1.832 -0.04 -0.02 0.02
H -2.945 -0.480 0.199 -0.25 0.10 0.02
H 0.411 -2.703 -1.355 0.03 -0.13 -0.08
H -1.502 -1.317 2.266 0.02 -0.14 -0.10
Lu 0.000 0.000 0.000 -2.05 2.80 2.19
C -1.976 -1.319 -2.475 -0.31 -0.08 0.10
C -3.484 -1.590 -2.455 -0.06 -0.06 -0.11
C -1.294 -2.269 -3.454 0.05 0.09 0.03
H -3.679 -2.601 -2.098 0.07 -0.05 0.08
H -3.902 -1.481 -3.450 -0.04 0.01 -0.01
H -3.997 -0.899 -1.788 -0.06 0.06 0.01
H -1.484 -3.307 -3.187 -0.02 -0.03 0.08
H -0.215 -2.114 -3.464 0.12 0.02 -0.05
H -1.673 -2.105 -4.457 -0.07 0.05 -0.20
C -1.679 0.137 -2.856 0.24 -0.18 0.04
C -2.217 0.659 -4.171 -0.41 -0.06 -0.63
H -0.594 0.277 -2.863 0.17 -0.14 -0.12
H -2.036 0.798 -2.068 -0.39 0.25 0.18
O -3.124 0.145 -4.817 0.69 0.30 0.49
N -1.616 1.802 -4.616 -0.05 -0.04 -0.04
C -0.429 2.432 -4.084 -0.07 0.08 -0.06
H -1.940 2.097 -5.523 -0.04 0.04 -0.03
C 0.888 1.854 -4.550 0.23 -0.07 -0.08
C 2.070 2.478 -4.154 -0.03 -0.07 -0.06
H 2.024 3.349 -3.512 0.02 0.09 -0.02
C 3.300 1.988 -4.560 -0.01 -0.01 0.04
H 4.208 2.484 -4.243 0.01 0.00 0.01
C 3.369 0.855 -5.362 -0.05 0.01 0.04
H 4.330 0.468 -5.675 0.01 0.00 -0.01
C 2.199 0.223 -5.752 0.05 0.00 0.01
H 2.242 -0.661 -6.375 -0.01 -0.01 -0.01
C 0.966 0.722 -5.350 -0.07 0.04 0.05
H 0.058 0.228 -5.668 -0.05 -0.05 -0.03
H -0.457 2.406 -2.996 -0.08 0.06 0.10
H -0.470 3.488 -4.354 0.00 0.04 0.00
C -0.268 1.010 2.366 -0.60 0.03 -0.31
C -1.163 1.020 3.596 -0.25 -0.19 0.05
C -2.479 0.519 3.676 0.50 0.53 0.98
C -3.174 0.567 4.895 0.65 0.35 0.11
C -2.578 1.124 6.034 -0.25 -0.20 -0.41
C -1.292 1.648 5.958 -0.01 -0.13 -0.42
C -0.596 1.601 4.754 -0.71 -0.40 0.27
H -0.228 2.095 2.146 0.63 -0.28 -0.02
H 0.681 0.650 2.806 0.00 0.65 -0.46
H -2.977 0.099 2.819 0.03 -0.05 -0.26
H -4.176 0.173 4.962 -0.12 -0.05 -0.03
H -3.115 1.156 6.973 -0.06 -0.04 -0.03
H -0.827 2.085 6.834 -0.03 0.01 0.00
H 0.410 2.009 4.726 -0.07 -0.08 -0.20
```
Positions in Å, forces in eV/Å.

Summary:
Calculated total energy = -2489.75405 Eh
Kohn-Sham gap = 7.53 eV
Net charge = 0
Max |F| = 4.1 eV/A

---

Entry from OMol25: a 2-piece molecular cluster, C3H10N2S overall in a non-equilibrium geometry (the ωB97M-V functional and the def2-TZVPD basis).

```
16
Properties=species:S:1:pos:R:3:forces:R:3
N 0.512 -0.553 -1.735 -1.28 -0.33 0.38
C 0.512 0.804 -1.906 1.03 1.05 1.06
C 0.414 1.773 -0.944 -1.45 0.24 -0.98
N -0.639 1.688 0.094 1.56 -0.84 -0.91
H 0.231 -1.106 -2.535 0.02 0.09 0.17
H 0.096 -0.869 -0.844 0.09 -0.13 -0.52
H 0.742 1.119 -2.901 0.94 0.16 -0.46
H 0.886 2.770 -1.084 -0.88 -0.76 -0.17
H -0.723 2.558 0.560 -0.24 0.65 0.63
H -1.530 1.373 -0.282 0.15 0.59 -0.23
C 0.852 -1.505 1.633 0.84 -0.41 0.71
S -0.785 -1.001 1.264 -1.61 0.62 -0.59
H 1.551 -0.880 1.080 0.30 -0.25 0.12
H 0.984 -1.390 2.712 0.46 -0.02 -0.20
H 0.975 -2.566 1.389 0.18 0.30 -0.06
H -0.540 0.396 0.754 -0.10 -0.96 1.06
```
Positions in Å, forces in eV/Å.

Summary:
Calculated total energy = -627.92038 Eh
Kohn-Sham gap = 8.11 eV
Energy above the lowest of the compared OMol25 structures with the same formula, charge and spin = 194.95 kJ/mol
Net charge = 0
Max |F| = 2.0 eV/A
SMILES string = N/C=C\N.CS

---

Entry from OMol25: C4H12AlFN as an isolated structure (the ωB97M-V functional and the def2-TZVPD basis).

```
19
Properties=species:S:1:pos:R:3:forces:R:3
C 1.742 -0.959 0.019 0.02 -0.08 -0.06
C 1.445 0.342 0.757 -0.11 -0.12 0.02
C 0.838 1.401 -0.142 0.08 0.08 -0.05
F 1.850 1.728 -1.127 -0.01 0.00 -0.02
Al -0.969 0.940 -1.001 -0.02 0.03 -0.10
C -2.069 -0.093 0.355 -0.03 0.02 0.06
N -1.912 -1.587 0.295 0.11 -0.01 -0.03
H 2.517 -0.808 -0.734 -0.01 0.02 0.03
H 0.852 -1.316 -0.506 0.03 0.03 0.03
H 2.073 -1.747 0.701 0.04 0.02 0.01
H 2.356 0.704 1.253 0.04 0.02 -0.04
H 0.714 0.147 1.550 -0.01 0.02 0.04
H 0.747 2.329 0.437 -0.06 -0.01 0.06
H -0.754 -0.082 -2.268 -0.02 0.01 0.03
H -1.716 2.330 -1.447 0.05 -0.04 0.03
H -1.855 0.207 1.390 0.02 0.05 0.00
H -3.135 0.138 0.232 -0.01 -0.06 -0.02
H -1.123 -1.846 0.879 -0.05 0.00 0.02
H -1.601 -1.827 -0.644 -0.07 0.01 -0.01
```
Positions in Å, forces in eV/Å.

Summary:
Calculated total energy = -556.66807 Eh
Kohn-Sham gap = 7.92 eV
Net charge = -1
Max |F| = 0.2 eV/A